[1]
The following is a DFT calculation (wB97M-V/def2-TZVPD) of a molecular structure, C42H48AsF6N9P2PbSe2 at a distorted geometry.

Calculated values
HOMO-LUMO gap (alpha / beta) in eV: 6.76 / 3.52
Charge: +1
HOMO energy (alpha / beta) in eV: -9.52 / -9.52
Energy above the lowest of the compared OMol25 structures with the same formula, charge and spin in kcal per mole: 5.55
E_LUMO (alpha / beta) in eV: -2.763 / -6.006
<S²>: 0.7533
Spin multiplicity: 2

XYZ file:
```
111
Properties=species:S:1:pos:R:3:forces:R:3
Pb 0.398 -0.561 -0.144 -0.7 -1.3 0.1
Se 7.231 1.397 -2.353 0.2 -0.2 -0.7
P 6.465 1.871 -0.405 -0.9 0.4 1.6
C 7.390 1.119 0.957 0.2 0.0 -0.4
C 8.482 0.304 0.682 0.0 0.1 -0.1
C 9.141 -0.340 1.718 0.0 0.0 0.1
C 8.709 -0.171 3.023 0.0 0.0 0.0
C 7.622 0.650 3.301 0.0 0.0 0.0
C 6.959 1.291 2.271 -0.1 0.1 0.0
C 6.471 3.668 -0.247 0.1 -0.3 -0.4
C 7.155 4.306 0.781 0.1 -0.1 0.1
C 7.152 5.690 0.841 0.0 0.0 0.1
C 6.492 6.426 -0.132 0.0 0.0 0.0
C 5.839 5.787 -1.178 0.0 0.0 0.0
C 5.829 4.405 -1.242 0.0 0.0 0.0
C 4.826 1.162 -0.265 0.1 -0.1 0.0
C 3.443 1.409 -0.298 0.2 -0.2 -0.1
N 2.869 0.184 -0.212 0.5 0.9 0.2
N 3.810 -0.734 -0.110 -0.2 -0.2 -0.1
N 4.985 -0.180 -0.137 0.2 0.0 -0.1
P 2.336 2.818 -0.398 -0.6 0.1 0.0
Se 0.243 2.243 -0.239 0.4 0.6 0.0
C 2.678 3.987 0.939 0.1 -0.1 -0.2
C 3.543 3.661 1.974 0.1 0.0 -0.1
C 3.697 4.522 3.048 0.1 0.0 0.1
C 2.992 5.714 3.085 0.0 0.0 0.1
C 2.117 6.039 2.057 -0.1 0.0 -0.1
C 1.941 5.171 0.994 0.0 -0.1 0.0
C 2.570 3.595 -2.016 0.1 -0.1 0.2
C 2.425 2.757 -3.121 0.1 0.0 0.0
C 2.517 3.277 -4.399 0.0 -0.1 0.0
C 2.734 4.638 -4.579 0.0 0.0 0.0
C 2.866 5.472 -3.479 0.0 0.1 0.0
C 2.790 4.956 -2.193 -0.1 -0.1 0.0
H 8.809 0.167 -0.340 0.0 0.0 0.0
H 9.990 -0.975 1.506 0.0 0.0 0.0
H 9.220 -0.677 3.831 0.0 0.0 0.0
H 7.293 0.787 4.322 0.0 0.0 0.0
H 6.107 1.920 2.498 -0.1 0.0 0.0
H 7.691 3.727 1.523 0.0 0.0 0.0
H 7.669 6.194 1.646 0.0 0.0 0.0
H 6.500 7.507 -0.086 0.0 0.0 0.0
H 5.353 6.366 -1.952 0.0 0.0 0.0
H 5.341 3.898 -2.067 0.0 0.1 0.0
H 4.076 2.722 1.944 0.1 -0.1 0.0
H 4.363 4.258 3.861 0.0 0.0 0.0
H 3.103 6.381 3.930 0.0 0.0 0.0
H 1.556 6.964 2.093 0.0 0.0 0.0
H 1.214 5.386 0.221 0.0 0.1 0.0
H 2.242 1.698 -2.971 0.0 0.0 0.0
H 2.413 2.624 -5.255 0.0 0.0 0.0
H 2.795 5.050 -5.577 0.0 0.0 0.0
H 3.024 6.534 -3.618 0.0 0.0 0.0
H 2.912 5.607 -1.338 0.0 0.0 0.0
C -2.956 -2.137 -2.900 -0.1 -0.2 0.0
N -2.733 -0.925 -2.108 0.0 0.0 -0.2
C -1.858 0.070 -2.699 0.0 0.0 0.0
C -2.947 -0.936 -0.768 0.3 0.0 0.4
N -2.073 -0.350 0.034 0.3 0.2 -0.3
C -2.447 0.197 1.267 -0.3 0.1 0.5
C -3.684 0.829 1.459 0.2 0.0 -0.2
C -4.044 1.378 2.672 0.0 0.0 0.1
C -3.160 1.315 3.742 -0.1 0.0 0.0
C -1.922 0.732 3.566 0.2 0.1 -0.2
C -1.535 0.173 2.340 -0.5 0.3 0.2
N -0.235 -0.330 2.168 0.5 0.1 0.0
C 0.381 -1.012 3.123 -0.4 -0.1 -0.1
N 1.749 -0.955 3.257 -0.1 -0.1 -0.3
C 2.509 -2.184 2.999 0.0 0.0 0.2
C 2.410 0.314 3.001 -0.1 0.0 0.0
N -0.263 -1.801 3.994 0.1 -0.2 0.2
C -1.594 -2.327 3.754 -0.1 -0.1 0.0
C 0.360 -2.286 5.218 -0.1 0.1 0.0
N -4.039 -1.597 -0.322 -0.1 0.0 -0.2
C -4.095 -2.231 0.981 0.1 0.0 0.0
C -5.284 -1.628 -1.068 -0.1 0.1 0.1
H -2.474 -2.005 -3.865 0.0 0.0 0.0
H -4.012 -2.331 -3.082 0.0 0.1 0.0
H -2.520 -3.004 -2.401 0.0 0.1 -0.1
H -2.212 0.300 -3.704 0.0 0.0 0.0
H -0.822 -0.284 -2.779 0.0 0.0 -0.1
H -1.873 0.982 -2.109 0.0 0.0 0.0
H -4.360 0.897 0.615 0.0 0.0 0.0
H -5.005 1.863 2.787 0.0 0.0 0.0
H -3.431 1.736 4.701 0.0 0.0 0.0
H -1.203 0.723 4.377 0.0 0.0 0.0
H 1.871 -3.050 3.163 0.0 0.0 0.0
H 3.370 -2.238 3.668 0.0 0.0 0.0
H 2.856 -2.224 1.966 0.1 0.0 -0.1
H 2.088 1.053 3.737 0.0 0.0 0.0
H 2.204 0.719 2.009 0.0 0.0 0.1
H 3.485 0.161 3.107 0.0 0.0 0.0
H -1.817 -2.311 2.694 0.1 0.0 0.1
H -2.353 -1.757 4.296 0.0 0.0 0.0
H -1.619 -3.365 4.083 0.0 0.0 0.0
H 1.252 -1.711 5.440 0.0 0.0 0.0
H 0.621 -3.343 5.134 0.0 0.0 0.0
H -0.356 -2.174 6.035 0.0 0.0 0.0
H -3.091 -2.396 1.355 0.0 0.0 -0.1
H -4.567 -3.208 0.869 0.0 0.0 0.0
H -4.661 -1.634 1.700 0.0 0.0 0.0
H -5.258 -0.903 -1.877 0.0 0.0 0.0
H -6.097 -1.353 -0.391 0.0 0.0 0.0
H -5.502 -2.621 -1.469 0.0 0.0 0.0
F 0.015 -2.936 1.140 -0.1 -0.2 -0.2
As -0.295 -4.406 0.134 -0.3 0.9 0.4
F -1.262 -4.998 1.448 0.1 0.0 -0.2
F -1.721 -3.572 -0.487 0.2 -0.1 0.2
F -0.612 -5.749 -0.859 0.0 -0.2 -0.1
F 0.616 -3.595 -1.116 0.1 -0.2 0.0
F 1.126 -5.084 0.814 0.0 -0.1 -0.1
```
Positions in Å, forces in eV/Å.


[2]
The following is a DFT calculation (wB97M-V/def2-TZVPD) of a molecular structure, C42H48CrN5O2P2.

Calculated values
HOMO-LUMO gap (alpha / beta) in eV: 4.64 / 6.49
Charge: -1
HOMO energy (alpha / beta) in eV: -2.08 / -3.96
Energy above the lowest of the compared OMol25 structures with the same formula, charge and spin in kcal per mole: 155.97
E_LUMO (alpha / beta) in eV: 2.561 / 2.534
<S²>: 6.0685
Spin multiplicity: 5

XYZ file:
```
100
Properties=species:S:1:pos:R:3:forces:R:3
Cr -0.284 -0.618 -0.252 0.1 0.1 -0.1
O 2.906 -2.982 0.762 0.1 -0.1 0.1
C 2.157 -2.051 0.538 -0.1 0.2 0.1
N 0.788 -2.031 0.669 -0.1 -0.3 0.0
C 0.289 -2.485 1.915 0.2 0.1 -0.2
C 0.748 -3.584 2.621 0.0 0.0 0.0
C 0.387 -3.756 3.962 0.0 0.0 -0.1
C -0.382 -2.787 4.577 0.0 0.0 -0.1
C -0.866 -1.691 3.856 0.0 -0.1 0.0
C -0.628 -1.563 2.484 -0.1 0.2 -0.1
N -1.090 -0.611 1.578 0.1 0.0 0.4
C -2.190 0.317 1.846 0.1 -0.1 -0.1
O -1.146 1.669 3.610 -0.1 0.0 0.0
C -2.882 0.564 0.507 0.1 -0.1 -0.1
C -4.039 1.292 0.418 0.0 0.0 -0.1
C -4.732 1.447 -0.798 0.0 0.0 -0.1
C -4.221 0.702 -1.884 0.0 0.1 0.1
C -3.058 0.009 -1.745 0.0 0.1 0.4
N -2.266 -0.004 -0.602 -0.2 -0.1 -0.1
C 2.635 -0.632 0.144 -0.1 -0.2 0.0
C 4.135 -0.580 -0.021 -0.1 -0.1 0.1
C 4.878 0.531 -0.071 0.0 0.2 0.1
C 4.428 1.911 -0.009 0.1 -0.2 0.0
C 3.275 2.366 0.523 -0.2 -0.1 0.1
N 2.310 1.630 1.156 0.1 0.2 0.0
H 1.424 -4.271 2.133 0.0 0.0 0.0
H 0.741 -4.617 4.517 0.0 0.0 0.0
H -0.607 -2.860 5.636 0.0 0.0 0.0
H -1.379 -0.914 4.394 -0.1 0.0 0.0
H -4.451 1.742 1.316 0.0 0.0 0.0
H -5.640 2.031 -0.869 0.1 0.0 0.0
H -4.744 0.655 -2.834 0.0 0.0 0.0
H -2.718 -0.581 -2.568 0.1 -0.2 -0.2
H 4.618 -1.552 -0.013 0.0 0.0 0.0
H 5.948 0.398 -0.209 0.0 0.0 0.0
H 5.098 2.668 -0.398 0.0 0.0 0.0
H 3.046 3.425 0.499 0.0 0.0 0.0
C -1.565 -3.591 -4.129 0.0 0.0 0.0
C -1.388 -2.989 -2.736 0.1 -0.1 0.0
C -0.900 -4.036 -1.727 0.0 0.0 -0.1
P -0.350 -1.470 -2.568 0.0 -0.3 -0.1
C -0.730 -0.352 -4.025 0.1 0.2 0.2
C -0.437 1.089 -3.576 0.0 -0.1 0.0
C 0.048 -0.644 -5.305 0.0 0.0 -0.1
C 1.371 -1.794 -2.903 0.2 0.0 0.2
C 1.877 -2.586 -3.935 0.0 -0.1 0.0
C 3.202 -2.508 -4.315 -0.1 0.0 0.1
C 3.991 -1.531 -3.710 0.0 0.0 0.0
C 3.503 -0.745 -2.686 0.0 0.1 -0.1
C 2.199 -0.925 -2.158 0.0 -0.2 -0.1
N 1.738 -0.303 -0.997 0.0 0.4 0.2
C 2.406 0.265 1.366 0.2 -0.1 0.0
C 2.563 -0.183 2.640 -0.1 -0.2 -0.1
C 2.783 0.641 3.776 -0.1 0.1 0.1
C 2.399 1.934 3.975 0.0 0.0 0.1
C 1.437 2.591 3.147 -0.1 0.2 0.1
C 1.213 2.252 1.861 0.2 -0.2 -0.2
P -0.361 2.158 0.969 0.0 0.1 0.0
C -0.721 3.941 0.566 0.0 0.0 0.0
C -1.863 4.004 -0.450 0.0 0.0 0.0
C -0.973 4.875 1.744 0.0 0.0 0.0
C -1.646 1.707 2.282 0.1 -0.1 0.0
C -3.252 -0.193 2.834 0.0 0.0 0.0
C -1.892 2.431 4.528 0.1 0.0 0.0
H -2.384 -4.316 -4.100 0.0 0.0 0.0
H -0.671 -4.126 -4.454 0.0 0.0 0.0
H -1.816 -2.842 -4.882 0.0 0.0 0.0
H -2.369 -2.637 -2.403 0.0 0.0 0.0
H 0.113 -4.369 -1.970 0.0 0.0 0.0
H -1.562 -4.907 -1.741 0.0 0.0 0.0
H -0.874 -3.644 -0.710 0.0 0.0 0.0
H -1.791 -0.465 -4.243 -0.1 0.1 0.0
H 0.615 1.180 -3.284 -0.1 0.0 0.0
H -1.046 1.387 -2.723 0.0 0.0 0.0
H -0.622 1.790 -4.396 0.0 0.0 0.0
H 1.119 -0.488 -5.162 -0.1 0.0 0.0
H -0.295 0.051 -6.078 0.0 0.0 0.0
H -0.094 -1.659 -5.678 0.0 0.0 0.0
H 1.216 -3.263 -4.460 0.0 0.0 0.0
H 3.597 -3.149 -5.093 0.0 0.0 0.0
H 5.007 -1.369 -4.055 0.0 0.0 0.0
H 4.131 0.026 -2.274 -0.1 0.0 -0.1
H 2.673 -1.254 2.783 0.0 0.0 0.0
H 3.252 0.146 4.621 0.1 0.0 0.0
H 2.603 2.365 4.949 0.1 0.1 0.0
H 0.746 3.263 3.645 -0.1 -0.1 0.0
H 0.202 4.258 0.069 0.0 0.0 0.0
H -2.798 3.637 -0.018 0.0 0.0 0.0
H -1.652 3.384 -1.325 0.0 0.0 0.0
H -2.025 5.034 -0.785 0.0 0.0 0.0
H -1.928 4.647 2.227 0.0 0.0 0.0
H -1.023 5.914 1.400 0.0 0.0 0.0
H -0.183 4.812 2.494 0.0 0.0 0.0
H -2.460 2.436 2.215 0.0 0.0 0.0
H -2.953 -0.080 3.870 0.0 0.0 0.0
H -3.446 -1.249 2.644 0.0 0.0 0.0
H -4.181 0.356 2.696 0.0 0.0 0.0
H -1.455 2.269 5.514 0.0 0.0 0.0
H -2.944 2.129 4.553 0.0 0.0 0.0
H -1.847 3.503 4.295 0.0 0.0 0.0
```
Positions in Å, forces in eV/Å.